Here is C40H66BrGaO16P as an isolated structure at a distorted geometry from the Open Molecules 2025 dataset. Energies are from wB97M-V/def2-TZVPD.

Calculated values
Orbital gap   6.3 eV
Net charge   -1
E_HOMO   -4.883 eV
DFT total energy   -207021.2032 eV

Cartesian coordinates (Å):
C (-0.112, 2.223, 4.856)
C (1.147, 2.963, 4.370)
C (0.831, 3.811, 3.123)
C (1.982, 3.882, 2.124)
C (2.346, 2.485, 1.549)
C (2.443, 2.504, 0.014)
C (2.221, 1.072, -0.547)
C (0.746, 0.819, -0.907)
C (-0.095, 0.255, 0.259)
C (-1.339, 1.132, 0.623)
Ga (-3.023, 0.056, 0.235)
C (-4.766, 0.807, 0.974)
C (-5.153, 2.197, 0.516)
C (-4.266, 3.105, -0.060)
C (-4.681, 4.391, -0.426)
C (-5.992, 4.808, -0.230)
C (-6.906, 3.906, 0.314)
C (-6.483, 2.631, 0.676)
C (-2.803, -1.863, 0.931)
C (-2.441, -2.023, 2.423)
C (-2.807, -0.875, 3.342)
Br (-0.539, -2.472, 2.685)
P (-3.147, -0.146, -2.142)
O (-4.471, -0.646, -2.684)
H (-0.765, 2.911, 5.393)
H (-0.657, 1.806, 4.011)
H (0.147, 1.404, 5.526)
H (1.462, 3.626, 5.175)
H (1.909, 2.219, 4.145)
H (-0.056, 3.423, 2.626)
H (0.623, 4.833, 3.450)
H (2.865, 4.362, 2.555)
H (1.640, 4.496, 1.294)
H (1.505, 1.843, 1.811)
H (3.266, 2.101, 1.982)
H (3.443, 2.827, -0.285)
H (1.671, 3.129, -0.424)
H (2.557, 0.325, 0.171)
H (2.831, 0.978, -1.449)
H (0.317, 1.736, -1.316)
H (0.739, 0.090, -1.720)
H (0.527, 0.069, 1.132)
H (-0.441, -0.726, -0.068)
H (-1.258, 1.482, 1.655)
H (-1.251, 2.023, -0.002)
H (-5.562, 0.139, 0.629)
H (-4.811, 0.795, 2.065)
H (-3.237, 2.820, -0.229)
H (-3.953, 5.070, -0.850)
H (-6.313, 5.808, -0.487)
H (-7.939, 4.183, 0.480)
H (-7.197, 1.933, 1.098)
H (-3.732, -2.415, 0.776)
H (-2.014, -2.351, 0.360)
H (-2.977, -2.893, 2.796)
H (-2.380, -1.071, 4.328)
H (-3.884, -0.820, 3.485)
H (-2.411, 0.084, 3.018)
H (-2.789, 1.097, -2.741)
H (-2.064, -0.990, -2.541)
C (-5.141, -2.910, -4.523)
C (-5.992, -4.127, -4.765)
C (-5.745, -5.263, -3.802)
O (-6.097, -6.415, -4.588)
C (-5.877, -6.096, -5.887)
O (-5.859, -6.886, -6.779)
O (-5.678, -4.769, -6.027)
H (-5.359, -2.134, -5.255)
H (-5.312, -2.494, -3.531)
H (-4.082, -3.155, -4.620)
H (-7.051, -3.854, -4.789)
H (-6.359, -5.210, -2.907)
H (-4.695, -5.346, -3.516)
C (3.060, 7.562, -3.308)
C (2.396, 7.259, -1.990)
C (2.525, 5.820, -1.557)
O (1.340, 5.626, -0.768)
C (0.404, 6.484, -1.252)
O (-0.752, 6.442, -0.987)
O (0.968, 7.394, -2.086)
H (2.917, 8.610, -3.579)
H (4.127, 7.353, -3.268)
H (2.612, 6.961, -4.088)
H (2.745, 7.942, -1.209)
H (3.415, 5.631, -0.962)
H (2.500, 5.122, -2.397)
C (3.319, -6.009, 2.450)
C (4.217, -4.798, 2.439)
C (4.657, -4.293, 3.802)
O (4.849, -2.890, 3.536)
C (4.012, -2.548, 2.528)
O (3.755, -1.433, 2.213)
O (3.511, -3.656, 1.926)
H (3.047, -6.287, 1.431)
H (3.815, -6.855, 2.923)
H (2.395, -5.796, 2.987)
H (5.082, -4.977, 1.791)
H (5.579, -4.748, 4.155)
H (3.895, -4.391, 4.563)
C (2.189, 4.576, -9.343)
C (2.308, 4.162, -7.898)
C (1.162, 4.607, -7.018)
O (1.796, 4.723, -5.739)
C (3.101, 5.007, -5.957)
O (3.849, 5.378, -5.111)
O (3.422, 4.817, -7.259)
H (3.052, 4.233, -9.914)
H (1.288, 4.156, -9.788)
H (2.156, 5.663, -9.428)
H (2.467, 3.083, -7.821)
H (0.344, 3.892, -6.978)
H (0.772, 5.587, -7.302)
C (3.367, -10.902, 5.937)
C (4.249, -9.682, 5.858)
C (4.696, -9.137, 7.196)
O (4.872, -7.744, 6.909)
C (4.027, -7.432, 5.897)
O (3.757, -6.326, 5.555)
O (3.531, -8.555, 5.326)
H (3.075, -11.231, 4.940)
H (3.888, -11.721, 6.435)
H (2.451, -10.677, 6.484)
H (5.106, -9.872, 5.206)
H (5.625, -9.575, 7.552)
H (3.929, -9.238, 7.967)

***

Here is a 2-piece molecular cluster, C6H13NO overall at a distorted geometry from the Open Molecules 2025 dataset. Energies are from wB97M-V/def2-TZVPD.

Calculated values
Orbital gap   9.7 eV
Relative energy (zero: lowest compared OMol25 entry of this formula, charge and spin)   127.52 kJ/mol
Net charge   0
SMILES string   C/C=C/C.CNC=O
E_HOMO   -8.874 eV
DFT total energy   -9969.8527 eV

Cartesian coordinates (Å):
C (-0.232, 1.028, -1.941)
N (0.178, 0.109, -2.848)
C (-0.562, -1.107, -3.149)
O (-1.212, 0.905, -1.248)
H (0.431, 1.902, -1.883)
H (1.000, 0.298, -3.388)
H (-0.460, -1.823, -2.335)
H (-0.203, -1.484, -4.102)
H (-1.624, -0.886, -3.260)
C (-0.274, 1.009, 3.733)
C (-0.071, -0.099, 2.736)
C (0.982, -0.237, 1.940)
C (1.157, -1.391, 0.979)
H (0.513, 1.754, 3.634)
H (-1.241, 1.495, 3.622)
H (-0.240, 0.520, 4.710)
H (-0.880, -0.814, 2.608)
H (1.788, 0.492, 1.934)
H (0.407, -2.161, 1.138)
H (1.040, -0.946, -0.016)
H (2.160, -1.816, 0.996)

***

Here is C36H80B2Cs2O18S9 as an isolated structure at a distorted geometry from the Open Molecules 2025 dataset. Energies are from wB97M-V/def2-TZVPD.

Calculated values
Orbital gap   9.2 eV
Relative energy (zero: lowest compared OMol25 entry of this formula, charge and spin)   0.00 kJ/mol
Net charge   0
E_HOMO   -9.613 eV
DFT total energy   -175440.8639 eV

Cartesian coordinates (Å):
Cs (15.411, 16.489, 18.231)
Cs (16.312, 12.977, 15.984)
B (13.692, 14.292, 16.812)
H (14.131, 14.752, 15.940)
H (13.103, 13.414, 16.596)
H (14.414, 14.122, 17.595)
H (13.030, 15.015, 17.262)
B (18.327, 15.004, 17.307)
H (17.376, 15.117, 16.809)
H (18.176, 14.248, 18.063)
H (19.093, 14.651, 16.634)
H (18.703, 15.907, 17.761)
C (16.834, 16.692, 13.182)
C (17.223, 17.546, 14.386)
C (16.011, 18.549, 14.717)
S (15.452, 19.060, 12.994)
O (16.215, 20.230, 12.585)
O (13.967, 19.115, 13.006)
C (16.073, 17.549, 12.132)
H (16.129, 16.027, 13.680)
H (17.586, 16.097, 12.663)
H (17.987, 18.230, 14.016)
H (17.638, 17.034, 15.255)
H (16.117, 19.454, 15.314)
H (15.192, 18.036, 15.221)
H (16.555, 17.980, 11.255)
H (15.166, 17.020, 11.841)
C (17.272, 7.982, 15.533)
C (16.887, 8.342, 14.085)
C (18.215, 8.533, 13.350)
S (19.539, 7.500, 14.069)
O (20.687, 8.248, 14.607)
O (19.688, 6.409, 13.098)
C (18.457, 7.076, 15.507)
H (16.394, 7.599, 16.054)
H (17.580, 8.852, 16.113)
H (16.226, 9.182, 13.874)
H (16.539, 7.449, 13.566)
H (18.577, 9.515, 13.656)
H (18.249, 8.532, 12.261)
H (19.044, 6.877, 16.404)
H (18.026, 6.108, 15.249)
C (23.375, 17.509, 15.986)
C (22.517, 16.374, 15.626)
C (21.115, 16.447, 16.351)
S (20.740, 18.271, 16.205)
O (20.359, 18.882, 17.481)
O (20.026, 18.566, 14.957)
C (22.558, 18.754, 15.841)
H (24.272, 17.473, 15.367)
H (23.577, 17.401, 17.052)
H (22.951, 15.443, 15.992)
H (22.336, 16.322, 14.552)
H (21.291, 16.203, 17.399)
H (20.202, 16.080, 15.882)
H (22.879, 19.628, 16.407)
H (22.528, 19.017, 14.784)
C (10.241, 16.140, 12.852)
C (9.976, 15.215, 14.095)
C (11.322, 15.100, 14.824)
S (12.375, 16.542, 14.383)
O (13.485, 16.072, 13.496)
O (12.627, 17.385, 15.556)
C (11.045, 17.299, 13.314)
H (9.422, 16.426, 12.192)
H (10.879, 15.597, 12.154)
H (9.714, 14.204, 13.783)
H (9.214, 15.528, 14.809)
H (11.746, 14.109, 14.665)
H (11.073, 15.215, 15.879)
H (11.520, 18.032, 12.662)
H (10.382, 17.996, 13.827)
C (16.516, 10.997, 20.507)
C (16.682, 10.312, 19.165)
C (17.160, 8.944, 19.460)
S (16.028, 8.339, 20.648)
O (16.622, 7.358, 21.589)
O (14.822, 7.945, 19.976)
C (15.833, 9.977, 21.484)
H (15.916, 11.895, 20.358)
H (17.480, 11.369, 20.855)
H (17.468, 10.854, 18.639)
H (15.745, 10.370, 18.610)
H (18.216, 9.018, 19.718)
H (17.177, 8.166, 18.696)
H (16.524, 9.893, 22.323)
H (14.781, 10.030, 21.765)
C (22.153, 10.695, 18.478)
C (21.417, 11.667, 19.402)
C (20.835, 12.708, 18.416)
S (20.495, 11.801, 16.734)
O (21.214, 12.500, 15.712)
O (19.062, 11.441, 16.612)
C (21.376, 10.299, 17.240)
H (22.385, 9.759, 18.986)
H (23.088, 11.172, 18.184)
H (21.996, 12.123, 20.205)
H (20.499, 11.224, 19.788)
H (21.487, 13.526, 18.110)
H (19.987, 13.353, 18.644)
H (21.748, 9.759, 16.369)
H (20.539, 9.756, 17.678)
C (21.266, 13.938, 12.346)
C (21.254, 12.425, 12.012)
C (19.804, 12.115, 11.494)
S (18.660, 13.228, 12.362)
O (18.029, 12.488, 13.446)
O (17.884, 13.891, 11.356)
C (20.026, 14.298, 13.065)
H (21.205, 14.359, 11.342)
H (22.153, 14.117, 12.953)
H (21.517, 11.820, 12.879)
H (22.052, 12.156, 11.320)
H (19.479, 11.087, 11.653)
H (19.806, 12.318, 10.423)
H (20.108, 13.992, 14.108)
H (19.821, 15.354, 12.892)
C (12.240, 10.074, 18.916)
C (11.998, 8.692, 18.264)
C (12.858, 8.531, 17.045)
S (13.001, 10.244, 16.375)
O (12.200, 10.249, 15.145)
O (14.392, 10.545, 16.143)
C (12.330, 11.120, 17.786)
H (13.162, 10.174, 19.489)
H (11.397, 10.359, 19.546)
H (10.992, 8.600, 17.853)
H (12.153, 7.929, 19.026)
H (12.420, 7.924, 16.252)
H (13.815, 8.042, 17.224)
H (11.348, 11.347, 17.371)
H (13.030, 11.936, 17.970)
C (12.669, 12.622, 12.061)
C (14.111, 12.862, 12.398)
C (15.038, 12.377, 11.237)
S (14.176, 11.032, 10.344)
O (14.689, 9.745, 10.710)
O (13.934, 11.498, 9.004)
C (12.608, 11.199, 11.462)
H (12.427, 13.429, 11.368)
H (11.976, 12.913, 12.851)
H (14.498, 12.258, 13.219)
H (14.307, 13.910, 12.623)
H (15.996, 11.947, 11.531)
H (15.288, 13.193, 10.559)
H (12.558, 10.445, 12.247)
H (11.822, 11.001, 10.732)

***

Question: Among the records above, which one has the lowest orbital gap?
Answer: C40H66BrGaO16P

***

Copy entry 2 word for word.
Here is a 2-piece molecular cluster, C6H13NO overall at a distorted geometry from the Open Molecules 2025 dataset. Energies are from wB97M-V/def2-TZVPD.

Calculated values
Orbital gap   9.7 eV
Relative energy (zero: lowest compared OMol25 entry of this formula, charge and spin)   127.52 kJ/mol
Net charge   0
SMILES string   C/C=C/C.CNC=O
E_HOMO   -8.874 eV
DFT total energy   -9969.8527 eV

Cartesian coordinates (Å):
C (-0.232, 1.028, -1.941)
N (0.178, 0.109, -2.848)
C (-0.562, -1.107, -3.149)
O (-1.212, 0.905, -1.248)
H (0.431, 1.902, -1.883)
H (1.000, 0.298, -3.388)
H (-0.460, -1.823, -2.335)
H (-0.203, -1.484, -4.102)
H (-1.624, -0.886, -3.260)
C (-0.274, 1.009, 3.733)
C (-0.071, -0.099, 2.736)
C (0.982, -0.237, 1.940)
C (1.157, -1.391, 0.979)
H (0.513, 1.754, 3.634)
H (-1.241, 1.495, 3.622)
H (-0.240, 0.520, 4.710)
H (-0.880, -0.814, 2.608)
H (1.788, 0.492, 1.934)
H (0.407, -2.161, 1.138)
H (1.040, -0.946, -0.016)
H (2.160, -1.816, 0.996)

***

Question: The highest orbital gap belongs to which entry?
Answer: C6H13NO